Record 1
{
  "formula": "C32H32N3O7SSbY",
  "method": "the ωB97M-V functional and the def2-TZVPD basis",
  "total_charge": 1,
  "de_lowest_ev": 0.995,
  "orbital_gap_ev": 7.54,
  "species": ["Y", "O", "C", "C", "O", "C", "C", "O", "C", "O", "O", "C", "C", "C", "C", "C", "C", "Sb", "C", "C", "C", "C", "C", "C", "C", "C", "C", "C", "C", "C", "H", "H", "H", "H", "H", "H", "H", "H", "H", "H", "H", "H", "H", "H", "H", "O", "C", "O", "C", "N", "C", "C", "C", "H", "H", "H", "H", "H", "H", "H", "H", "H", "S", "C", "N", "C", "C", "C", "N", "H", "H", "H", "H", "H", "H", "H", "H"],
  "xyz": [[1.1394, 0.1282, -0.5138], [-3.0058, 1.5824, 3.9203], [-2.1642, 1.2951, 3.1240], [-1.7382, -0.1311, 2.6935], [-2.0243, -1.1641, 3.2433], [-0.8386, 0.0807, 1.5471], [-0.6143, 1.4155, 1.3250], [0.2213, 1.8068, 0.3832], [-1.2771, 2.2632, 2.3122], [-1.0992, 3.4410, 2.5217], [-0.2245, -0.8338, 0.8340], [-2.6522, 1.2435, -7.1626], [-3.4818, 0.7326, -6.1739], [-3.0187, 0.6119, -4.8729], [-1.7269, 1.0189, -4.5380], [-0.8968, 1.5134, -5.5399], [-1.3601, 1.6258, -6.8451], [-1.0798, 0.8424, -2.5421], [0.7733, 1.9469, -2.7920], [0.7638, 3.3362, -2.9597], [1.9421, 4.0427, -3.1332], [3.1700, 3.3910, -3.1437], [3.2114, 2.0156, -3.0052], [2.0227, 1.3110, -2.8363], [-2.3704, 2.2576, -1.6506], [-3.7271, 1.9377, -1.7067], [-4.6759, 2.7365, -1.0846], [-4.2749, 3.8606, -0.3788], [-2.9278, 4.1742, -0.2923], [-1.9796, 3.3782, -0.9212], [-3.0124, 1.3383, -8.1783], [-4.4891, 0.4242, -6.4185], [-3.6928, 0.1925, -4.1360], [0.1138, 1.8271, -5.3167], [-0.7079, 2.0188, -7.6139], [-0.1726, 3.8782, -2.9743], [1.9044, 5.1163, -3.2638], [4.0839, 3.9545, -3.2713], [4.1573, 1.4912, -3.0294], [2.0910, 0.2174, -2.8248], [-4.0782, 1.0513, -2.2245], [-5.7226, 2.4697, -1.1417], [-5.0093, 4.4787, 0.1203], [-2.6033, 5.0269, 0.2887], [-0.9344, 3.6155, -0.7883], [2.2468, -2.0739, -0.0360], [1.6339, -2.5392, -1.0237], [1.0835, -1.8382, -1.9096], [1.4384, -4.0434, -1.1548], [2.1080, -4.6786, 0.0614], [3.2736, -5.5215, -0.4365], [3.5460, -4.9562, -1.8172], [2.1444, -4.6773, -2.3458], [0.3685, -4.2352, -1.1026], [1.4507, -5.2207, 0.6167], [2.4268, -3.8733, 0.6367], [2.9085, -6.5464, -0.4809], [4.0776, -5.4553, 0.2909], [4.1029, -5.6648, -2.4261], [4.1321, -4.0381, -1.7430], [1.6501, -5.6124, -2.6138], [2.1008, -4.0156, -3.2080], [3.4250, 1.0331, 0.6552], [2.7941, 1.1311, 2.2737], [2.1667, 2.2195, 2.6848], [1.6816, 2.4297, 4.0511], [1.3599, 1.0852, 4.6762], [2.5344, 0.1362, 4.5216], [2.9635, 0.1189, 3.1222], [1.9737, 2.9046, 1.9682], [0.8012, 3.0658, 3.9846], [2.4459, 2.9624, 4.6214], [0.4766, 0.6504, 4.2038], [1.1298, 1.2143, 5.7332], [2.2518, -0.8803, 4.7914], [3.3738, 0.4345, 5.1546], [3.4963, -0.6509, 2.7542]],
  "lowdin_charge": [1.253, 0.175, -0.230, -0.279, 0.133, -0.291, -0.314, -0.242, -0.289, 0.107, -0.163, -0.077, -0.076, -0.137, -0.380, -0.120, -0.077, 1.572, -0.408, -0.105, -0.045, -0.055, -0.078, -0.231, -0.374, -0.142, -0.075, -0.069, -0.069, -0.135, 0.108, 0.109, 0.084, 0.088, 0.108, 0.106, 0.116, 0.114, 0.115, 0.079, 0.078, 0.108, 0.109, 0.112, 0.087, -0.074, -0.630, -0.094, -0.140, 0.108, -0.083, -0.140, -0.106, 0.175, 0.184, 0.160, 0.136, 0.135, 0.129, 0.129, 0.131, 0.134, 0.628, -0.774, 0.052, -0.126, -0.135, -0.140, 0.036, 0.137, 0.114, 0.132, 0.110, 0.131, 0.128, 0.128, 0.126]
}

---

Record 2
{
  "formula": "C32H32N6NdO3S",
  "method": "the ωB97M-V functional and the def2-TZVPD basis",
  "multiplicity": 4,
  "total_charge": 1,
  "orbital_gap_ev": [7.72, 7.81],
  "species": ["Nd", "C", "C", "C", "C", "C", "C", "C", "C", "N", "C", "O", "C", "C", "C", "C", "C", "N", "C", "O", "N", "C", "C", "C", "C", "C", "C", "C", "C", "H", "H", "H", "H", "H", "H", "H", "H", "H", "H", "H", "H", "H", "H", "H", "H", "H", "H", "H", "H", "H", "N", "C", "N", "C", "C", "C", "C", "C", "C", "S", "H", "H", "H", "H", "H", "H", "C", "C", "N", "O", "H", "H", "H", "H", "H"],
  "xyz": [[-0.5326, 0.1649, 0.2927], [1.8974, -2.0173, 1.0865], [2.8671, -0.9568, 1.5556], [4.2511, -1.0604, 1.4511], [5.0581, 0.0035, 1.8155], [4.4891, 1.1968, 2.2226], [3.1124, 1.3474, 2.3056], [2.5185, 2.6793, 2.6752], [2.2969, 0.2414, 2.0142], [0.8849, 0.3788, 2.1030], [0.3975, 0.7924, 3.3099], [0.9159, 0.6626, 4.3974], [-0.8289, 1.6715, 3.1359], [-1.1769, 2.5830, 4.1166], [-1.9487, 3.6801, 3.7582], [-2.2852, 3.8676, 2.4245], [-1.9528, 2.8796, 1.5147], [-1.2917, 1.7788, 1.8839], [-2.1065, 3.0808, 0.0168], [-2.4364, 4.1742, -0.4023], [-1.7432, 1.9831, -0.6952], [-1.7866, 2.0530, -2.1140], [-2.9478, 2.3894, -2.8322], [-4.2164, 2.8688, -2.1783], [-2.9183, 2.3107, -4.2216], [-1.7758, 1.9428, -4.9089], [-0.6221, 1.6578, -4.2012], [-0.6145, 1.7151, -2.8151], [0.6806, 1.4460, -2.0777], [1.4671, -4.0675, 0.8053], [2.1820, -1.5480, -0.7757], [1.0270, -2.0048, 1.7481], [4.6898, -1.9666, 1.0704], [6.1339, -0.0930, 1.7528], [5.1247, 2.0378, 2.4738], [3.2193, 3.4806, 2.4467], [2.2850, 2.7268, 3.7414], [1.5957, 2.8624, 2.1212], [-0.7814, 2.4407, 5.1129], [-2.2188, 4.4226, 4.4972], [-2.7660, 4.7658, 2.0636], [-4.3240, 2.5301, -1.1505], [-5.0867, 2.5625, -2.7625], [-4.2073, 3.9579, -2.1315], [-3.8175, 2.5604, -4.7732], [-1.7761, 1.8995, -5.9898], [0.2910, 1.4054, -4.7277], [1.5251, 1.6163, -2.7409], [0.7507, 0.3887, -1.7612], [0.7964, 2.1283, -1.2231], [-4.0276, -0.0824, -1.0640], [-3.1236, -0.9999, -1.3985], [-2.2182, -1.4811, -0.5663], [-1.6203, -2.6220, -1.1280], [-0.8379, -3.5379, -0.4377], [-0.3389, -4.6342, -1.1192], [-0.6072, -4.8225, -2.4724], [-1.4331, -3.9477, -3.1585], [-1.9601, -2.8722, -2.4633], [-3.1618, -1.7166, -2.9895], [-3.9832, 0.3613, -0.1650], [-4.5767, 0.3619, -1.7787], [-0.6694, -3.4001, 0.6233], [0.2473, -5.3777, -0.5949], [-0.1938, -5.6790, -2.9869], [-1.6889, -4.1269, -4.1941], [2.8974, -3.9158, 2.3741], [2.3646, -3.4789, 1.0141], [3.3541, -3.6739, -0.0434], [1.3860, -1.5778, -0.2280], [3.1292, -4.9814, 2.3629], [2.1524, -3.7381, 3.1505], [3.7972, -3.3621, 2.6361], [3.9113, -4.4996, 0.1376], [2.9063, -3.8160, -0.9413]],
  "lowdin_charge": [1.969, -0.277, -0.118, -0.033, -0.058, -0.027, -0.191, -0.020, -0.189, -0.125, -0.502, 0.104, -0.181, 0.031, 0.003, 0.032, -0.167, -0.015, -0.486, 0.086, -0.088, -0.217, -0.210, -0.052, -0.038, -0.067, -0.045, -0.219, -0.072, 0.101, 0.111, 0.127, 0.099, 0.110, 0.119, 0.087, 0.093, 0.076, 0.132, 0.123, 0.130, 0.061, 0.088, 0.096, 0.119, 0.110, 0.117, 0.102, 0.025, 0.084, 0.146, -0.688, -0.077, -0.337, -0.043, -0.073, -0.066, -0.070, -0.452, 1.142, 0.113, 0.097, 0.113, 0.111, 0.113, 0.118, -0.026, -0.400, 0.067, -0.150, 0.088, 0.094, 0.079, 0.088, 0.077]
}